Entry 1:
An isolated molecule of C3H6N2O at a distorted geometry, computed with ωB97M-V with the def2-TZVPD basis set.

ORCA input file:
```
! wB97M-V def2-TZVPD RIJCOSX def2/J DEFGRID3
* xyz 0 1
C 1.691 0.065 0.384
C 0.809 -0.446 -0.805
O 1.156 -0.322 -1.955
N -0.323 -1.059 -0.398
C -1.346 -0.565 0.172
N -1.785 0.712 0.105
H 1.226 -0.016 1.363
H 1.967 1.102 0.175
H 2.611 -0.528 0.374
H -2.010 -1.254 0.686
H -1.262 1.370 -0.453
H -2.732 0.941 0.351
*
```

Values from the calculation:
Total energy   -8235.7835 eV
HOMO-LUMO gap   10.1 eV
Energy relative to the best compared isomer or geometry (same formula, charge and spin)   21.11 kcal/mol

***

Entry 2:
A 5-piece molecular cluster, C41H50N3O11 overall at a distorted geometry, computed with ωB97M-V with the def2-TZVPD basis set.

ORCA input file:
```
! wB97M-V def2-TZVPD RIJCOSX def2/J DEFGRID3
* xyz 1 1
C -2.430 5.877 -1.209
C -3.825 6.085 -2.059
C -3.469 6.073 -3.663
C -5.053 5.095 -1.615
C -4.884 3.527 -2.063
C -6.359 2.770 -2.246
C -3.866 2.712 -1.046
O -2.690 2.332 -1.844
C -2.516 0.874 -1.930
C -1.994 0.296 -0.450
C -0.967 1.400 0.274
C 0.073 0.718 1.342
C 1.664 1.090 1.069
C 2.128 0.895 -0.500
N 1.715 -0.452 -1.096
C -3.807 0.053 -2.524
O -3.627 -1.412 -2.599
C -2.323 -1.780 -3.172
C -1.486 -0.521 -3.805
N -1.311 0.654 -2.869
O -1.298 1.771 -3.666
C -0.108 1.779 -4.534
N 0.731 1.769 -5.541
H -1.758 6.849 -1.149
H -1.773 4.961 -1.587
H -2.726 5.623 -0.093
H -4.189 7.195 -1.813
H -4.363 6.446 -4.323
H -2.568 6.841 -3.808
H -3.028 5.023 -4.021
H -6.034 5.525 -2.124
H -5.221 5.121 -0.455
H -4.396 3.491 -3.152
H -6.974 2.719 -1.248
H -7.022 3.323 -3.071
H -6.247 1.658 -2.650
H -3.511 3.501 -0.224
H -4.373 1.838 -0.456
H -2.892 0.000 0.244
H -1.287 -0.627 -0.718
H -1.692 2.146 0.858
H -0.403 2.070 -0.517
H -0.043 -0.450 1.466
H -0.189 1.186 2.407
H 2.373 0.416 1.753
H 1.932 2.215 1.360
H 1.637 1.715 -1.210
H 3.301 1.018 -0.663
H 2.358 -1.190 -0.728
H 1.832 -0.317 -2.133
H -4.800 0.220 -1.881
H -4.053 0.549 -3.582
H -1.747 -2.392 -2.347
H -2.525 -2.531 -4.077
H -2.080 -0.183 -4.784
H -0.451 -0.968 -4.196
H -0.408 0.542 -2.344
C -1.125 0.973 5.560
C -0.683 0.693 6.790
C -0.986 -0.598 7.437
O -0.583 -0.855 8.563
C -1.794 -1.569 6.673
C -2.236 -1.289 5.443
C -1.933 0.002 4.795
O -2.336 0.259 3.669
H -0.913 1.916 5.071
H -0.088 1.394 7.363
H -2.007 -2.512 7.162
H -2.831 -1.990 4.869
C 5.022 -0.656 5.293
C 3.831 -1.199 5.028
C 2.800 -1.337 6.076
O 1.710 -1.836 5.834
C 3.138 -0.849 7.428
C 4.330 -0.306 7.694
C 5.360 -0.168 6.645
O 6.450 0.331 6.887
H 5.789 -0.548 4.536
H 3.568 -1.561 4.041
H 2.371 -0.957 8.186
H 4.592 0.056 8.681
C 7.307 -4.817 1.976
C 6.020 -4.461 1.955
C 5.619 -3.046 1.826
O 4.440 -2.718 1.809
C 6.695 -2.041 1.721
C 7.983 -2.398 1.742
C 8.384 -3.813 1.870
O 9.563 -4.140 1.888
H 7.619 -5.851 2.070
H 5.218 -5.186 2.030
H 6.384 -1.008 1.626
H 8.785 -1.673 1.666
C -0.242 -5.829 -5.129
C -0.646 -6.182 -6.353
C -0.138 -5.493 -7.556
O -0.508 -5.814 -8.676
C 0.836 -4.401 -7.353
C 1.240 -4.049 -6.129
C 0.731 -4.737 -4.926
O 1.102 -4.417 -3.805
H -0.606 -6.323 -4.236
H -1.359 -6.981 -6.518
H 1.200 -3.907 -8.246
H 1.952 -3.250 -5.964
*
```

Values from the calculation:
Total energy   -70296.9713 eV
HOMO-LUMO gap   8.1 eV

***

no.,lowest unoccupied orbital energy (eV)
1,0.71
2,-3.74